Record 1
{"formula": "C6H9N3O2S", "method": "ωB97M-V/def2-TZVPD", "lumo_ev": -0.7, "e_homo_ev": -8.6, "spin_multiplicity": 1, "max_force_ev_per_a": 4.31, "de_lowest_kj_mol": 231.6, "total_energy_ha": -946.901596, "species": ["S", "O", "O", "N", "N", "N", "C", "C", "C", "C", "C", "C", "H", "H", "H", "H", "H", "H", "H", "H", "H"], "positions_angstrom": [[-0.9841, 1.8828, -0.8733], [-0.1000, -1.6633, 2.2976], [3.5055, -0.0232, 0.4094], [1.5696, -1.2845, 0.6290], [-0.7434, -0.8969, 0.2823], [1.4662, 1.0263, -0.0078], [0.1351, -1.2897, 1.1627], [2.3089, -0.1710, 0.3474], [-1.9620, -0.3740, 0.6501], [0.5372, 0.0982, -2.1625], [0.4518, 0.8979, -0.8562], [-1.9433, 1.0802, 0.5830], [-2.1991, -0.5705, 1.6087], [-2.9112, 1.4157, 0.4129], [1.3122, 1.5996, 0.7293], [-0.3148, -0.5536, -2.1831], [-1.5033, 1.4750, 1.4227], [0.4191, 0.7435, -3.0310], [2.1283, -2.1356, 0.8485], [-2.6493, -0.8058, 0.0162], [1.4765, -0.4512, -2.2861]], "forces_ev_per_a": [[-0.81, -0.21, 1.05], [1.14, -0.24, 0.52], [-0.78, -0.33, -0.22], [0.06, -0.35, 0.22], [3.71, 0.45, -2.14], [0.03, -3.10, -2.58], [-0.42, 0.00, -0.07], [0.17, 0.00, 0.29], [1.18, 0.12, -1.98], [1.00, 0.29, 0.53], [-0.79, -2.03, -1.02], [0.86, 1.10, -2.17], [-1.04, -1.02, 3.61], [-1.77, 1.21, -0.01], [-0.43, 2.35, 2.80], [-0.14, -0.42, 0.11], [0.78, 1.12, 2.03], [0.15, 0.47, 0.13], [-0.57, 1.25, 0.06], [-2.12, -0.66, -1.36], [-0.20, 0.00, 0.21]]}

Record 2
{"formula": "C6H9N3O3", "method": "ωB97M-V/def2-TZVPD", "smiles": "CC(C)(O)c1[nH]ncc1[N+](=O)[O-]", "lumo_ev": [-0.6, -0.6], "e_homo_ev": [-9.3, -9.3], "spin_multiplicity": 1, "max_force_ev_per_a": 7.14, "de_lowest_kj_mol": 453.1, "total_energy_ha": -623.856207, "species": ["O", "O", "O", "N", "N", "N", "C", "C", "C", "C", "C", "C", "H", "H", "H", "H", "H", "H", "H", "H", "H"], "positions_angstrom": [[0.5841, -1.5582, -1.0853], [1.9417, -1.2277, 1.3344], [2.9421, 0.3556, 2.4200], [0.3378, 2.7832, 0.1947], [-0.3135, 1.7894, -0.4253], [2.1225, -0.0428, 1.6109], [-1.4207, -0.5648, -1.8500], [1.3448, 0.9003, 0.9898], [0.0292, 0.5581, -0.1795], [1.2655, 2.2752, 0.9861], [-1.2267, -1.4190, 0.5229], [-0.4841, -0.7588, -0.6526], [1.1661, -1.7296, -0.3207], [-2.3462, -0.0769, -1.5537], [-0.9261, 0.0080, -2.6316], [-0.5545, -1.5351, 1.3701], [1.8819, 2.9446, 1.5571], [-1.5609, -2.4048, 0.2115], [-2.0865, -0.8257, 0.8247], [-1.0444, 2.0758, -1.0696], [-1.6521, -1.5467, -2.2537]], "forces_ev_per_a": [[0.22, -0.14, -0.10], [0.16, -0.34, 0.10], [0.19, -0.07, 0.12], [0.23, 1.16, 0.26], [-0.15, -0.76, -0.18], [0.37, -0.08, 0.43], [0.33, -0.13, 0.18], [-5.36, -0.62, -4.68], [4.75, 1.03, 4.03], [0.03, -0.27, 0.00], [0.15, 0.07, -0.18], [-0.73, -0.11, 0.00], [-0.14, 0.19, -0.14], [-0.09, 0.07, 0.02], [0.02, 0.05, -0.09], [0.01, 0.01, 0.05], [0.08, 0.14, 0.06], [-0.06, -0.10, -0.07], [-0.08, 0.05, 0.05], [0.14, -0.12, 0.14], [-0.08, -0.05, -0.01]]}

Record 3
{"formula": "C6H9N3O3", "method": "ωB97M-V/def2-TZVPD", "lumo_ev": [0.6, -1.8], "e_homo_ev": [-3.9, -9.7], "spin_multiplicity": 3, "s2": 2.01, "max_force_ev_per_a": 6.54, "de_lowest_kj_mol": 0.0, "total_energy_ha": -623.803554, "species": ["O", "O", "O", "N", "N", "N", "C", "C", "C", "C", "C", "C", "H", "H", "H", "H", "H", "H", "H", "H", "H"], "positions_angstrom": [[-1.3573, 2.3608, 0.2926], [3.1213, 0.1510, 0.1735], [-0.0291, -2.2144, -0.1913], [0.9942, 0.4639, -0.3649], [-0.4384, 0.1409, 0.0041], [1.5953, -0.0926, 1.7980], [-0.8901, -1.1493, 0.0001], [-1.5464, 1.0362, 0.1232], [-2.2653, -1.1663, 0.0809], [-2.6540, 0.2363, 0.2061], [1.1382, 0.4915, -1.8724], [1.9663, 0.1469, 0.4953], [-0.4571, 2.4018, 0.7101], [2.2395, 0.8154, -1.8486], [-3.7100, 0.6214, 0.2938], [-2.8720, -1.9707, 0.0464], [0.6328, -0.4394, 1.8831], [0.7165, -1.9258, 0.3511], [1.1726, -0.5140, -2.1899], [2.3327, -0.5343, 2.3834], [0.3105, 1.1408, -2.3748]], "forces_ev_per_a": [[0.64, -1.52, 1.03], [1.71, 0.03, -0.79], [-1.07, 1.73, 0.99], [-5.72, 0.42, -3.14], [4.17, 1.60, 2.65], [-0.63, -1.08, 0.74], [0.98, -1.88, -2.09], [2.93, 1.61, -2.32], [-0.98, 6.10, 0.87], [-4.26, -4.71, 0.40], [1.95, 1.88, 2.00], [0.65, -0.11, 1.45], [-0.25, 0.58, -0.11], [-1.68, 0.21, -1.25], [1.40, -0.63, -0.34], [-1.89, -2.38, -0.08], [0.75, 0.44, 0.58], [0.89, -0.67, -0.06], [-0.47, -1.13, -0.77], [-0.96, 0.55, -0.86], [1.86, -1.06, 1.11]]}

Record 4
{"formula": "C6H9N4O2", "method": "ωB97M-V/def2-TZVPD", "total_charge": 1, "lumo_ev": [-3.6, -6.8], "e_homo_ev": [-9.8, -13.6], "spin_multiplicity": 3, "s2": 2.01, "max_force_ev_per_a": 6.04, "de_lowest_kj_mol": 0.0, "total_energy_ha": -603.160693, "species": ["O", "O", "N", "N", "N", "N", "C", "C", "C", "C", "C", "C", "H", "H", "H", "H", "H", "H", "H", "H", "H"], "positions_angstrom": [[-1.6326, 0.7002, 0.9853], [2.4157, -0.6555, 0.9096], [-0.7058, 0.1108, -0.8833], [1.2236, 2.2860, -0.5624], [-3.0805, 0.7737, -0.6234], [1.7677, 2.8161, 0.2386], [-0.3422, 0.3762, 1.2449], [0.1586, 0.2039, 2.5859], [0.3036, 0.0270, 0.0801], [2.1134, -0.7356, -1.5191], [-1.8265, 0.5300, -0.2748], [1.7738, -0.4725, -0.0907], [2.5090, 0.0791, -2.1027], [-3.3157, 1.2184, -1.4700], [1.2636, 0.5474, 2.7659], [-0.5878, 0.5329, 3.4119], [-0.5034, -0.2973, -1.7910], [-3.7633, 0.8856, 0.0938], [1.1643, -0.9309, -2.2197], [0.3444, -0.8453, 2.8352], [2.9416, -1.4902, -1.5004]], "forces_ev_per_a": [[-0.55, 0.07, 1.27], [1.00, -0.04, 0.56], [0.38, -0.12, -0.40], [1.09, 1.44, 1.30], [1.01, -0.47, -0.83], [-0.91, -0.82, -1.37], [0.58, 1.11, 5.16], [0.39, 0.48, 2.66], [4.13, -2.30, -3.76], [-0.40, -1.02, -1.47], [-1.40, 0.11, -0.48], [-4.54, 1.13, -1.09], [0.49, 0.90, 0.41], [-0.18, 0.02, -1.42], [-2.14, 0.09, -0.52], [1.40, -0.12, -1.53], [-0.90, 0.42, -0.16], [-0.13, 0.15, 0.77], [2.09, -0.60, 1.66], [-0.24, -0.55, -0.24], [-1.17, 0.14, -0.52]]}

Record 5
{"formula": "C6H9NO", "method": "ωB97M-V/def2-TZVPD", "smiles": "c1ccncc1.CO", "lumo_ev": 0.4, "e_homo_ev": -9.4, "spin_multiplicity": 1, "max_force_ev_per_a": 4.91, "de_lowest_kj_mol": 361.5, "total_energy_ha": -363.886563, "species": ["O", "N", "C", "C", "C", "C", "C", "C", "H", "H", "H", "H", "H", "H", "H", "H", "H"], "positions_angstrom": [[3.0641, -0.1361, -0.7763], [-0.1283, -0.1298, -0.1304], [-0.9391, -1.1992, -0.2078], [-0.8747, 0.9964, -0.0454], [-2.3057, 1.1875, -0.1181], [3.7130, 0.1303, 0.4324], [-2.4032, -1.0971, 0.1437], [-3.1521, 0.0943, -0.0707], [-0.5219, -2.1842, -0.1472], [4.8578, 0.5424, 0.1562], [-0.2220, 1.9345, 0.0617], [1.9898, -0.4900, -0.6691], [-4.3428, 0.1995, -0.2537], [-2.5235, 2.2055, -0.4732], [3.2497, 0.8575, 1.0239], [-3.2320, -1.9439, 0.1929], [3.7708, -0.9675, 0.8810]], "forces_ev_per_a": [[-4.54, -0.78, -1.16], [-2.60, -0.01, -0.44], [-3.53, 0.27, 3.09], [0.95, 2.11, 0.02], [2.35, 0.64, -1.03], [3.25, -3.24, -1.17], [-1.59, -1.52, -2.44], [-0.06, 0.22, -0.04], [0.34, -0.34, -0.42], [-3.06, -1.24, 0.75], [-1.20, -1.32, -0.38], [4.54, 1.88, 0.18], [3.16, -0.57, 0.81], [-0.52, -0.44, 0.78], [-0.80, 0.93, 1.18], [2.86, 0.80, -0.03], [0.46, 2.61, 0.29]]}

Record 6
{"formula": "C6H9NO", "method": "ωB97M-V/def2-TZVPD", "smiles": "C1[C@@H]2[C@H]3O[C@@H]3CN[C@@H]12", "lumo_ev": 1.0, "e_homo_ev": -8.2, "spin_multiplicity": 1, "max_force_ev_per_a": 4.68, "de_lowest_kj_mol": 698.0, "total_energy_ha": -363.758376, "species": ["O", "N", "C", "C", "C", "C", "C", "C", "H", "H", "H", "H", "H", "H", "H", "H", "H"], "positions_angstrom": [[1.6947, -0.1380, -1.5008], [-1.6474, -0.3771, 0.1181], [-1.0988, -0.5051, -1.2213], [0.6606, 0.1792, 1.0444], [-0.0178, 0.7851, 2.2379], [0.4615, -0.7043, -1.1614], [1.0354, 0.4076, -0.4100], [-0.7856, 0.4627, 0.9632], [0.5872, 1.2954, -0.8716], [0.7066, -1.8039, -0.8484], [0.9085, -0.9150, 1.2983], [0.0231, 1.8809, 2.4410], [-1.9073, -1.3062, 0.6503], [-0.1458, 0.2502, 3.0937], [-1.7300, -1.2572, -1.7430], [-1.1625, 0.4709, -1.8736], [-0.8370, 1.3777, 0.3167]], "forces_ev_per_a": [[2.30, 0.00, -1.85], [-0.84, -2.43, 3.45], [0.63, 1.43, -3.11], [1.76, -3.25, 0.53], [-0.53, 3.41, -2.18], [-1.50, -4.09, 1.72], [-1.49, 1.33, 0.12], [-0.36, 1.35, -2.51], [0.17, 0.47, 1.08], [-0.60, 1.97, 0.07], [-0.57, 1.60, -0.33], [-0.06, -0.92, -0.18], [0.84, 2.13, -2.01], [0.10, -1.82, 2.12], [0.83, 0.27, 0.23], [-0.70, -1.36, 1.48], [0.01, -0.09, 1.34]]}

Record 7
{"formula": "C6H9NO", "method": "ωB97M-V/def2-TZVPD", "lumo_ev": [-0.6, -0.6], "e_homo_ev": [-6.4, -6.4], "spin_multiplicity": 1, "max_force_ev_per_a": 3.04, "de_lowest_kj_mol": 657.3, "total_energy_ha": -363.773881, "species": ["O", "N", "C", "C", "C", "C", "C", "C", "H", "H", "H", "H", "H", "H", "H", "H", "H"], "positions_angstrom": [[-0.9139, 0.7077, 0.6073], [1.3298, 0.7186, -1.6775], [1.6853, -0.1240, -0.9312], [1.7987, -0.9453, 0.0472], [-1.5472, -0.9696, -0.9652], [-0.3688, 2.0090, 0.9833], [-1.1484, 0.4356, -0.6732], [2.0127, -1.8014, 0.9957], [3.0474, -1.9074, 1.3304], [-2.6777, -0.9604, -1.3876], [-1.2642, 1.1446, -1.4657], [-0.8023, -1.5170, -1.5931], [0.3076, 1.7494, 1.9437], [1.0843, -2.1573, 1.3940], [0.3498, 2.4193, 0.2495], [-1.5625, -1.4983, 0.0314], [-1.3306, 2.6963, 1.1110]], "forces_ev_per_a": [[0.50, -0.19, -2.27], [-1.42, 1.31, -1.16], [-0.25, 0.14, 0.50], [0.24, -0.74, -0.07], [-1.66, -0.34, 1.06], [-0.24, 0.37, 1.71], [0.73, -0.68, 0.67], [0.58, 0.84, -0.14], [-0.47, -0.82, 0.51], [2.79, -0.17, 0.62], [0.17, 0.98, 0.22], [-0.68, 0.64, 0.12], [-2.12, 0.94, -1.96], [0.20, -0.98, 1.12], [-0.69, -0.44, -0.05], [-0.12, 0.36, -1.08], [2.46, -1.21, 0.20]]}

Record 8
{"formula": "C6H9NO", "method": "ωB97M-V/def2-TZVPD", "lumo_ev": [-0.6, -1.1], "e_homo_ev": [-8.5, -9.8], "spin_multiplicity": 1, "max_force_ev_per_a": 5.38, "de_lowest_kj_mol": 546.0, "total_energy_ha": -363.816287, "species": ["O", "N", "C", "C", "C", "C", "C", "C", "H", "H", "H", "H", "H", "H", "H", "H", "H"], "positions_angstrom": [[0.4823, 2.4668, 0.2683], [0.4059, -1.1007, 2.1363], [0.8739, 0.3533, -1.5842], [0.3662, 0.1400, 0.7126], [0.7943, -0.4736, -0.4753], [-0.9180, 1.8624, 2.0848], [0.0637, 1.5676, 0.9399], [1.1677, -1.8899, -0.6594], [1.3111, -0.0675, -2.4508], [-1.2986, 0.9334, 2.4853], [0.4287, -2.5581, -1.0572], [1.5070, -2.2753, 0.3010], [-0.1617, -0.6539, 2.9347], [-1.5041, 2.6867, 1.7188], [0.4287, 1.3378, -1.5912], [1.9520, -2.0414, -1.4547], [-0.4396, 2.2764, 2.9396]], "forces_ev_per_a": [[0.59, 0.71, -0.85], [-1.05, 3.90, -2.72], [-0.67, -0.24, 0.93], [0.46, -4.04, 3.52], [-0.35, 1.76, -0.99], [1.29, -0.47, -0.59], [-1.07, -0.88, 1.99], [1.74, -0.98, 0.04], [0.25, -0.11, -0.94], [-1.19, 0.15, -0.42], [-1.12, 0.01, 0.22], [0.12, -0.33, -0.23], [0.96, -0.34, -1.42], [-1.12, -0.27, -0.05], [0.39, -0.04, -0.12], [-0.31, 0.64, 1.01], [1.08, 0.52, 0.62]]}